The following is a DFT calculation (the ωB97M-V functional and the def2-TZVPD basis) of a structure of composition C43H47AgAs2BrClINPS4Sb.

Summary:
LUMO: 3.4 eV
HOMO energy: -1.08 eV
Total energy: -322356.899 eV
Relative energy (zero: lowest compared OMol25 entry of this formula, charge and spin): 0.000 eV
Total charge: -2

Geometry as XYZ:
```
103
Properties=species:S:1:pos:R:3:forces:R:3
Ag -0.755 -1.114 -0.242 0.2 -0.3 0.2
S -2.173 -2.398 -4.818 -0.2 0.1 -0.5
As -1.209 -2.677 -2.978 0.0 0.0 0.3
S -2.644 -2.351 -1.311 -0.1 0.0 -0.1
S 0.358 -1.133 -2.664 -0.1 -0.1 0.0
S -0.283 -4.570 -2.688 0.2 -0.4 0.1
C 4.173 -3.391 -0.126 -0.2 0.1 -0.1
C 2.887 -2.724 -0.613 0.0 0.0 0.1
Sb 1.256 -2.620 0.798 0.0 -0.2 -0.1
C 0.571 -4.655 0.759 0.2 0.1 0.0
C 1.532 -5.739 0.294 0.0 0.1 0.1
C 2.376 -2.631 2.676 0.0 0.0 -0.1
C 2.771 -4.008 3.206 0.0 0.1 0.0
H 4.937 -3.388 -0.910 0.0 0.0 0.0
H 3.999 -4.429 0.157 0.0 0.0 0.0
H 4.590 -2.875 0.742 0.0 0.0 0.0
H 2.445 -3.229 -1.474 0.0 0.0 0.0
H 3.063 -1.699 -0.946 0.0 0.0 0.0
H -0.252 -4.589 0.049 0.0 0.0 0.0
H 0.158 -4.868 1.749 0.0 0.0 0.0
H 1.897 -5.517 -0.709 0.0 0.0 0.0
H 1.007 -6.697 0.238 0.0 0.0 0.0
H 2.387 -5.867 0.963 0.0 0.0 0.0
H 1.741 -2.107 3.389 0.0 0.0 0.1
H 3.259 -2.006 2.517 0.0 0.0 0.0
H 1.896 -4.651 3.317 0.0 0.0 0.0
H 3.256 -3.943 4.186 0.0 0.0 0.0
H 3.462 -4.510 2.529 0.0 0.0 0.0
Br -2.008 -4.914 5.074 0.0 0.0 0.0
C -2.152 -5.391 3.236 0.0 0.0 0.0
C -1.715 -6.658 2.877 0.0 0.0 0.0
C -1.758 -7.050 1.546 0.0 0.0 0.1
C -2.231 -6.174 0.584 0.0 -0.1 0.0
C -2.684 -4.915 0.946 0.0 0.0 0.1
C -2.651 -4.516 2.274 0.0 0.1 0.2
I -3.306 -2.578 2.742 0.1 -0.2 -0.1
H -1.326 -7.317 3.640 0.0 0.0 0.0
H -1.385 -8.027 1.268 0.0 0.0 0.0
H -2.193 -6.426 -0.467 0.0 0.0 -0.1
H -2.965 -4.204 0.178 -0.1 0.1 -0.2
Cl -1.499 1.642 6.863 0.0 0.0 0.0
C -0.662 1.243 5.387 -0.1 -0.1 0.0
C 0.128 2.191 4.767 0.1 0.0 -0.1
C 0.745 1.829 3.582 0.0 0.1 0.0
C 0.537 0.553 3.075 0.0 -0.1 0.0
N -0.216 -0.360 3.686 0.1 0.2 0.1
C -0.805 -0.019 4.827 0.0 0.0 -0.1
H 0.243 3.179 5.189 0.0 0.0 0.0
H 1.367 2.536 3.048 0.0 0.0 0.0
H 0.968 0.243 2.129 0.0 0.0 0.0
H -1.422 -0.778 5.295 0.0 0.0 0.1
C 0.067 2.058 -1.337 -0.1 0.1 0.1
C 1.206 2.094 -0.332 0.0 0.1 0.0
As 2.775 3.182 -0.832 0.0 -0.1 -0.1
C 1.769 4.831 -1.165 -0.1 0.1 0.0
C 1.059 5.103 -2.333 0.0 0.0 0.0
C 0.267 6.241 -2.432 0.0 0.0 0.0
C 0.168 7.122 -1.364 0.0 0.0 0.0
C 0.871 6.863 -0.196 0.0 0.0 0.0
C 1.668 5.730 -0.105 0.0 -0.1 0.0
C 3.005 2.521 -2.653 0.1 -0.1 -0.1
C 3.596 3.328 -3.625 0.0 0.0 0.0
C 3.820 2.842 -4.906 0.0 0.0 0.0
C 3.456 1.540 -5.230 0.0 0.1 0.1
C 2.879 0.724 -4.268 0.1 0.0 -0.1
C 2.666 1.209 -2.983 0.1 0.2 0.1
P -1.350 1.157 -0.605 -0.3 0.5 -0.1
C -2.019 2.350 0.627 0.2 0.1 0.1
C -2.198 3.710 0.369 0.0 0.0 0.1
C -2.657 4.560 1.366 0.0 0.0 -0.1
C -2.963 4.060 2.627 0.0 0.0 0.0
C -2.808 2.709 2.891 0.0 0.0 -0.1
C -2.326 1.863 1.896 -0.1 0.0 -0.1
C -2.625 1.299 -1.899 -0.1 -0.1 0.1
C -2.300 1.229 -3.249 0.0 -0.1 0.0
C -3.306 1.209 -4.207 0.0 0.0 0.0
C -4.635 1.268 -3.827 0.0 0.0 0.0
C -4.966 1.322 -2.479 0.0 0.0 0.0
C -3.968 1.325 -1.521 0.1 0.1 0.0
H 0.332 1.443 -2.197 0.0 0.0 0.0
H -0.221 3.045 -1.705 0.0 0.0 0.2
H 1.561 1.077 -0.143 0.0 0.0 0.0
H 0.875 2.502 0.629 0.0 0.0 0.0
H 1.107 4.410 -3.163 0.0 0.0 0.0
H -0.291 6.428 -3.341 0.0 0.0 0.0
H -0.461 8.001 -1.439 0.0 0.0 0.0
H 0.794 7.540 0.646 0.0 0.0 0.0
H 2.211 5.528 0.813 0.0 0.0 0.0
H 3.867 4.350 -3.381 0.0 0.0 0.0
H 4.269 3.484 -5.654 0.0 0.0 0.0
H 3.615 1.166 -6.233 0.0 0.0 0.0
H 2.563 -0.283 -4.509 -0.1 0.0 0.1
H 2.197 0.555 -2.257 0.1 -0.1 -0.1
H -1.978 4.111 -0.613 0.0 0.0 0.0
H -2.780 5.615 1.154 0.0 0.0 0.0
H -3.326 4.729 3.398 0.0 0.0 0.0
H -3.051 2.311 3.868 0.0 0.0 0.0
H -2.189 0.802 2.083 0.0 0.0 0.0
H -1.272 1.092 -3.557 0.0 0.0 0.0
H -3.044 1.085 -5.249 0.0 0.0 0.0
H -5.417 1.215 -4.575 0.0 0.0 0.0
H -6.005 1.318 -2.171 0.0 0.0 0.0
H -4.226 1.321 -0.468 0.0 0.0 0.0
```
Positions in Å, forces in eV/Å.

Mulliken atomic charge list, values in e, 6 entries: 0.5922, -0.6267, 0.3839, -0.8259, -0.4940, -0.5760